(1)
Formula: C4H6N2O2
Source: the Open Molecules 2025 dataset
Level of theory: ωB97M-V/def2-TZVPD

## Properties
- LUMO energy (spin up / spin down) (Ha) = 0.0097 / 0.0098
- HOMO-LUMO gap (spin up / spin down) (eV) = 8.91 / 8.91
- relative energy (zero: lowest compared OMol25 entry of this formula, charge and spin) (kcal per mole) = 151.4

```
! RIJCOSX wB97M-V def2-TZVPD def2/J DEFGRID3
* xyz 0 1
C -1.79344 0.11574 0.88391
N -0.45250 -0.38346 0.66409
N -0.34869 -1.34452 -0.40909
C 0.29933 0.96316 -0.41736
C 1.42994 0.17933 -0.15108
C 0.72882 -0.72465 -1.04648
O 2.73705 0.43922 -0.04316
O -0.12213 2.08030 -0.55564
H 2.85770 1.38566 0.14455
H -0.12258 -2.27198 -0.04199
H 1.19318 -1.17049 -1.92072
H -1.74330 0.91723 1.62336
H -2.40293 -0.69772 1.29349
H -2.26046 0.51219 -0.02387
*
```

(2)
Formula: C4H6N2O2
Source: the Open Molecules 2025 dataset
Level of theory: ωB97M-V/def2-TZVPD

## Properties
- LUMO energy (Ha) = 0.0226
- HOMO-LUMO gap (eV) = 8.77
- relative energy (zero: lowest compared OMol25 entry of this formula, charge and spin) (kcal per mole) = 82.4

```
! RIJCOSX wB97M-V def2-TZVPD def2/J DEFGRID3
* xyz 0 1
C -2.43409 -0.16544 0.00837
C -0.05202 -0.29145 -0.16463
C 0.34878 0.97617 -0.16166
C 2.14587 -0.38795 -0.07795
H -3.34650 -0.71574 -0.49442
H -1.90828 0.95760 -0.49448
H -2.77846 0.22640 1.19328
H -0.35668 1.83618 0.19323
H 2.40353 1.71070 -0.15461
H 1.10693 -2.09336 0.37650
N 1.77654 0.88821 -0.00210
N 0.99022 -1.09854 -0.19020
O -1.21343 -1.04233 -0.07109
O 3.31760 -0.80043 0.03977
*
```

(3)
Formula: C4H6N2O2
Source: the Open Molecules 2025 dataset
Level of theory: ωB97M-V/def2-TZVPD

## Properties
- LUMO energy (Ha) = -0.0297
- HOMO-LUMO gap (eV) = 8.52
- relative energy (zero: lowest compared OMol25 entry of this formula, charge and spin) (kcal per mole) = 123.4

```
! RIJCOSX wB97M-V def2-TZVPD def2/J DEFGRID3
* xyz 0 1
C -0.66046 -0.02096 -0.05521
C 0.75837 0.02486 0.42064
C 1.31365 1.33815 0.23489
C 1.43599 -1.16625 -0.10837
H -0.77358 -1.96763 0.03243
H -2.09312 -1.50277 -0.96297
H -2.06550 0.96918 1.14781
H -1.14820 2.16066 -0.13983
H 0.43478 1.95079 0.41211
H 0.73991 -1.90280 -0.60203
N -1.37427 -1.24266 -0.05879
N -1.54543 1.14735 -0.08798
O 2.36259 1.66048 -0.37633
O 2.61528 -1.44841 0.14362
*
```

(4)
Formula: C4H6N2O2
Source: the Open Molecules 2025 dataset
Level of theory: ωB97M-V/def2-TZVPD

## Properties
- LUMO energy (Ha) = 0.0101
- HOMO-LUMO gap (eV) = 10.30
- relative energy (zero: lowest compared OMol25 entry of this formula, charge and spin) (kcal per mole) = 73.1
- SMILES = [H]/N=C\OC(=C)C(N)=O

```
! RIJCOSX wB97M-V def2-TZVPD def2/J DEFGRID3
* xyz 0 1
H 1.67328 -2.04247 -2.31883
N 1.98916 -1.47852 -1.53282
C 1.15776 -1.08851 -0.71045
O -0.15424 -1.11152 -0.64136
C -0.76371 -0.23326 0.41171
C -1.87220 -0.63287 0.99659
C 0.18206 0.89620 0.74475
N 0.25029 1.84604 -0.26707
O 0.27294 1.20979 1.93503
H 1.46427 -0.13151 0.05413
H -2.28432 -0.05975 1.80885
H -2.35317 -1.55796 0.70946
H 0.35836 2.80252 0.03418
H 0.07954 1.58181 -1.22418
*
```

(5)
Formula: C4H6N2O2
Source: the Open Molecules 2025 dataset
Level of theory: ωB97M-V/def2-TZVPD

## Properties
- LUMO energy (Ha) = -0.0037
- HOMO-LUMO gap (eV) = 7.89
- relative energy (zero: lowest compared OMol25 entry of this formula, charge and spin) (kcal per mole) = 127.2

```
! RIJCOSX wB97M-V def2-TZVPD def2/J DEFGRID3
* xyz 0 1
C -0.02595 0.38033 0.02734
C -1.16461 -0.54712 -0.07487
C -0.51885 -1.76562 0.11589
C 1.07550 -0.21119 0.18746
H -0.19217 2.38698 -0.52241
H -0.13548 2.35399 0.98332
H -2.46281 0.78950 0.20866
H -0.90035 -2.70327 0.46860
H 1.57160 -2.22401 -0.86250
H 2.34749 1.22226 -0.38175
N -0.31750 1.75889 0.22398
N 0.85487 -1.50517 0.26961
O -2.45971 -0.12687 -0.33215
O 2.32798 0.19130 -0.31118
*
```

(6)
Formula: C4H6N2O2
Source: the Open Molecules 2025 dataset
Level of theory: ωB97M-V/def2-TZVPD

## Properties
- LUMO energy (spin up / spin down) (Ha) = 0.0259 / -0.0745
- HOMO-LUMO gap (spin up / spin down) (eV) = 5.31 / 8.22
- relative energy (zero: lowest compared OMol25 entry of this formula, charge and spin) (kcal per mole) = 36.7
- <S²> = 2.03

```
! RIJCOSX wB97M-V def2-TZVPD def2/J DEFGRID3
* xyz 0 3
C -0.22753 -1.99205 -0.99068
C -0.77294 -0.79849 -0.52015
C 1.41976 -0.78455 -0.41453
C 0.07490 1.30186 0.40136
N 1.12391 -1.99352 -0.78967
N 0.28824 -0.00822 -0.21282
O -0.43167 1.20641 1.74664
O -0.92670 2.05989 -0.21430
H -0.67616 -2.89809 -1.18315
H -1.79123 -0.55678 -0.29867
H 2.38298 -0.35546 -0.11092
H 0.98574 1.92943 0.31978
H 0.31602 1.14992 2.26019
H -1.76533 1.73966 0.00690
*
```

(7)
Formula: C4H6N2O3
Source: the Open Molecules 2025 dataset
Level of theory: ωB97M-V/def2-TZVPD

## Properties
- LUMO energy (Ha) = 0.0244
- HOMO-LUMO gap (eV) = 9.70
- relative energy (zero: lowest compared OMol25 entry of this formula, charge and spin) (kcal per mole) = 45.3
- SMILES = C=CNC(=O)O.N=C=O

```
! RIJCOSX wB97M-V def2-TZVPD def2/J DEFGRID3
* xyz 0 1
C 1.76956 -0.54164 -1.11625
C 0.86182 -0.24953 -0.18754
N 0.49161 1.05248 0.14018
C -0.51075 1.35169 1.00935
O -1.20754 0.55733 1.59269
O -0.63263 2.69587 1.13835
H 2.04273 -1.56667 -1.29888
H 2.23871 0.21332 -1.73172
H 0.46955 -1.15864 0.48598
H 0.91571 1.82324 -0.35657
H -1.36343 2.87774 1.74526
N -0.84864 -2.26810 0.07657
C -1.16150 -1.36876 -0.71359
O -1.63499 -0.75971 -1.58390
H -1.43022 -2.65861 0.80008
*
```

(8)
Formula: C4H6N2O3
Source: the Open Molecules 2025 dataset
Level of theory: ωB97M-V/def2-TZVPD

## Properties
- LUMO energy (Ha) = 0.0154
- HOMO-LUMO gap (eV) = 9.02
- relative energy (zero: lowest compared OMol25 entry of this formula, charge and spin) (kcal per mole) = 108.0
- SMILES = COn1c(O)cnc1O

```
! RIJCOSX wB97M-V def2-TZVPD def2/J DEFGRID3
* xyz 0 1
C 0.57740 0.84480 2.17941
O 0.13302 -0.36068 1.49786
N -0.01170 -0.08555 0.16154
C 0.87291 -0.63599 -0.83521
O 2.10737 -1.15672 -0.27082
C 0.35460 -0.08511 -1.97592
N -0.93177 0.46991 -1.71897
C -1.14740 0.33444 -0.39931
O -2.24706 0.67178 0.29916
H 1.64015 1.03782 1.74645
H 0.51701 0.62323 3.28680
H -0.02424 1.74270 1.86354
H 1.89741 -2.17808 -0.25536
H 0.84052 -0.01753 -2.92264
H -2.15819 0.11742 1.15988
*
```

What is the relative energy (zero: lowest compared OMol25 entry of this formula, charge and spin) in the seventh record? 45.3 kcal per mole

Among the records above, which one has the highest relative energy (zero: lowest compared OMol25 entry of this formula, charge and spin)? number 1